1.
{"formula": "C59H55N6O8SSn", "method": "ωB97M-V with the def2-TZVPD basis set", "multiplicity": 1, "charge": -1, "orbital_gap_ev": 6.8, "e_lumo_ev": 1.63, "de_lowest_kcal_mol": 20.8, "symbols": ["Sn", "O", "C", "C", "C", "C", "C", "C", "C", "C", "C", "O", "C", "C", "C", "C", "C", "C", "C", "C", "C", "C", "C", "C", "N", "C", "C", "C", "C", "C", "C", "C", "C", "C", "C", "C", "C", "H", "H", "H", "H", "H", "H", "H", "H", "H", "H", "H", "H", "H", "H", "H", "H", "H", "H", "H", "H", "H", "H", "H", "H", "H", "H", "H", "C", "N", "C", "C", "C", "C", "C", "N", "C", "C", "C", "C", "C", "C", "H", "H", "H", "H", "H", "H", "H", "H", "H", "H", "H", "N", "C", "C", "C", "C", "C", "C", "S", "O", "O", "O", "H", "H", "H", "H", "H", "H", "C", "C", "C", "C", "C", "C", "O", "N", "C", "O", "N", "C", "O", "H", "H", "H", "H", "H", "H", "H", "H", "H", "H", "H"], "positions_angstrom": [[-0.275, -0.552, 0.344], [-1.576, -2.001, 0.542], [-3.008, -1.992, 0.592], [-3.521, -0.650, 1.178], [-3.381, 0.454, 0.174], [-4.488, 1.079, -0.378], [-4.301, 2.082, -1.308], [-3.014, 2.385, -1.723], [-1.943, 1.686, -1.196], [-0.540, 1.871, -1.714], [-0.006, 0.591, -2.406], [-0.340, -0.526, -1.611], [1.507, 0.716, -2.633], [2.011, 1.740, -3.436], [3.369, 1.840, -3.691], [4.253, 0.916, -3.147], [3.759, -0.111, -2.357], [2.392, -0.215, -2.103], [-0.617, 0.298, -3.785], [-1.539, 1.110, -4.424], [-2.076, 0.749, -5.661], [-1.693, -0.434, -6.267], [-0.767, -1.259, -5.629], [-0.239, -0.897, -4.404], [-2.129, 0.778, -0.211], [-3.639, -2.193, -0.794], [-2.904, -2.091, -1.967], [-3.534, -2.191, -3.207], [-4.901, -2.412, -3.283], [-5.639, -2.541, -2.110], [-5.011, -2.430, -0.879], [-3.404, -3.176, 1.496], [-3.721, -3.020, 2.839], [-3.941, -4.130, 3.652], [-3.850, -5.410, 3.129], [-3.536, -5.576, 1.784], [-3.310, -4.469, 0.980], [-2.902, -0.428, 2.030], [-4.555, -0.737, 1.509], [-5.479, 0.778, -0.063], [-5.149, 2.614, -1.722], [-2.838, 3.160, -2.457], [0.124, 2.046, -0.867], [-0.481, 2.736, -2.374], [1.331, 2.457, -3.888], [3.746, 2.643, -4.312], [5.318, 1.014, -3.323], [4.441, -0.838, -1.932], [2.009, -1.042, -1.515], [-1.858, 2.039, -3.974], [-2.798, 1.398, -6.141], [-2.112, -0.718, -7.225], [-0.460, -2.190, -6.092], [0.467, -1.547, -3.900], [-1.843, -1.916, -1.918], [-2.945, -2.087, -4.112], [-5.391, -2.489, -4.247], [-6.705, -2.727, -2.156], [-5.594, -2.536, 0.032], [-3.787, -2.032, 3.274], [-4.176, -3.986, 4.701], [-4.016, -6.273, 3.763], [-3.463, -6.571, 1.361], [-3.041, -4.602, -0.061], [-1.013, 4.431, 1.000], [-0.785, 3.033, 1.341], [-1.354, 2.598, 2.393], [-1.279, 1.263, 2.945], [-1.792, 0.935, 4.191], [-1.514, -0.424, 4.419], [-0.865, -0.874, 3.284], [-0.704, 0.131, 2.382], [0.067, 5.378, 1.496], [0.194, 6.626, 0.887], [1.198, 7.504, 1.266], [2.097, 7.146, 2.266], [1.953, 5.924, 2.903], [0.938, 5.048, 2.526], [-1.987, 4.778, 1.365], [-1.043, 4.503, -0.091], [-1.969, 3.283, 2.990], [-2.282, 1.628, 4.863], [-1.764, -1.016, 5.288], [-0.522, -1.876, 3.068], [-0.490, 6.901, 0.089], [1.290, 8.464, 0.772], [2.907, 7.812, 2.537], [2.649, 5.632, 3.682], [0.838, 4.099, 3.038], [1.448, 1.316, 1.125], [2.610, 1.845, 0.604], [3.867, 1.301, 0.943], [5.017, 1.864, 0.436], [4.946, 2.961, -0.437], [3.696, 3.513, -0.759], [2.546, 2.949, -0.272], [6.429, 3.772, -1.009], [6.080, 4.258, -2.333], [7.443, 2.732, -1.000], [6.633, 4.822, -0.022], [0.607, 1.909, 1.144], [1.541, 0.727, 1.951], [3.901, 0.454, 1.621], [5.995, 1.468, 0.678], [3.667, 4.366, -1.427], [1.574, 3.344, -0.547], [0.061, -4.917, 2.058], [1.345, -5.065, 1.238], [2.275, -3.847, 1.347], [3.484, -4.000, 0.397], [4.398, -2.775, 0.332], [2.808, -3.754, 2.770], [3.313, -4.699, 3.332], [2.729, -2.522, 3.382], [2.113, -1.384, 2.866], [2.170, -0.344, 3.493], [1.474, -1.502, 1.658], [1.513, -2.615, 0.936], [0.891, -2.601, -0.134], [-0.557, -5.811, 1.975], [-0.546, -4.074, 1.711], [0.284, -4.772, 3.121], [1.100, -5.196, 0.185], [1.912, -5.931, 1.575], [3.082, -4.216, -0.593], [4.046, -4.872, 0.736], [3.865, -1.891, -0.028], [5.230, -2.956, -0.349], [4.824, -2.534, 1.311], [3.129, -2.429, 4.303]], "forces_ev_per_angstrom": [[0.773, 0.433, 1.448], [-1.326, -0.701, -0.032], [0.416, -0.228, 0.061], [0.095, -0.069, -0.398], [0.445, -0.043, 0.089], [-0.001, 0.121, 0.039], [0.060, 0.029, -0.012], [-0.178, 0.092, 0.068], [0.113, -0.160, 0.159], [-0.224, -0.281, 0.093], [0.165, -0.085, -0.400], [0.977, 0.418, -0.553], [0.080, 0.015, 0.121], [-0.070, -0.041, -0.049], [-0.054, -0.006, -0.048], [-0.019, -0.014, 0.064], [-0.088, 0.066, -0.033], [-0.027, 0.027, -0.060], [-0.244, -0.191, 0.172], [0.027, 0.037, -0.103], [0.049, -0.001, 0.070], [0.041, -0.030, 0.049], [-0.029, 0.060, -0.032], [-0.053, -0.019, 0.066], [-0.391, 0.299, -0.350], [0.040, 0.045, -0.015], [-0.151, -0.078, -0.028], [-0.025, -0.017, 0.084], [0.030, 0.009, 0.052], [0.026, 0.025, 0.008], [-0.071, 0.066, -0.004], [0.367, 0.090, -0.007], [-0.057, -0.067, 0.026], [0.010, 0.043, -0.042], [0.013, 0.029, -0.059], [-0.052, 0.067, 0.019], [0.018, -0.015, 0.005], [0.028, 0.110, 0.467], [-0.044, 0.011, -0.139], [0.030, -0.004, 0.004], [0.012, -0.017, -0.010], [-0.003, -0.032, -0.005], [-0.101, 0.093, -0.097], [0.036, 0.010, 0.057], [0.034, -0.021, 0.035], [0.010, 0.008, 0.091], [-0.057, 0.025, 0.044], [-0.022, 0.058, -0.013], [0.040, 0.042, -0.044], [0.047, -0.031, -0.058], [0.019, -0.003, 0.005], [0.020, 0.005, 0.015], [-0.006, 0.017, 0.004], [-0.004, 0.049, -0.039], [0.036, -0.031, -0.014], [-0.024, 0.005, 0.057], [0.012, -0.003, 0.022], [0.018, 0.003, 0.010], [0.015, -0.011, -0.040], [0.044, 0.011, 0.034], [-0.008, 0.000, -0.033], [-0.004, 0.031, -0.025], [0.021, 0.028, 0.014], [-0.025, 0.002, 0.026], [0.159, -0.057, 0.016], [-0.203, 0.147, 0.060], [-0.120, 0.037, 0.054], [-0.047, -0.106, -0.198], [0.007, -0.013, 0.176], [-0.077, 0.026, -0.140], [-0.072, 0.084, 0.214], [-0.350, 0.112, -0.006], [0.083, -0.049, -0.025], [0.042, -0.015, -0.077], [0.006, -0.008, 0.068], [-0.097, -0.024, -0.021], [-0.033, -0.040, -0.024], [0.021, -0.003, 0.036], [-0.075, -0.066, 0.072], [-0.040, 0.020, -0.019], [-0.066, -0.069, 0.076], [0.059, -0.037, -0.051], [0.052, 0.055, -0.060], [-0.140, 0.102, 0.002], [0.062, -0.019, 0.025], [0.010, -0.051, -0.005], [-0.044, -0.027, -0.011], [-0.053, 0.015, -0.057], [0.077, -0.033, -0.100], [-1.839, -1.572, -0.484], [1.385, 0.780, -0.597], [-1.070, 0.194, -0.040], [0.221, 0.674, -0.748], [-0.570, -0.141, 0.585], [1.028, -0.239, -0.176], [-0.314, -0.740, 0.762], [-0.053, 0.085, 0.158], [-0.071, 0.086, -0.274], [0.178, -0.206, 0.006], [0.086, 0.043, -0.041], [0.705, 0.494, 0.250], [0.196, 0.509, 0.047], [0.055, 0.056, 0.003], [-0.016, 0.003, 0.001], [0.005, -0.044, 0.021], [0.086, 0.145, 0.093], [0.108, 0.069, -0.009], [-0.163, 0.023, 0.140], [0.015, 0.011, 0.058], [0.121, 0.087, -0.033], [-0.120, -0.021, 0.097], [0.007, 0.094, 0.036], [0.039, -0.006, 0.018], [-0.152, -0.250, -0.242], [0.164, 0.275, 0.142], [-0.082, -0.172, -0.129], [-0.249, -0.150, -0.082], [0.408, -0.309, 0.051], [-0.242, 0.189, -0.340], [0.029, 0.011, 0.002], [0.063, -0.049, 0.000], [0.006, -0.020, -0.031], [-0.002, -0.011, -0.027], [0.029, -0.051, -0.031], [0.003, -0.009, -0.014], [-0.016, -0.047, -0.023], [0.035, -0.051, 0.050], [-0.004, -0.008, -0.003], [-0.018, -0.015, -0.050], [0.045, 0.024, 0.015]], "mulliken_charge": [3.423, -0.486, 2.141, -1.095, -0.442, -0.297, -1.682, -0.212, 0.104, -1.557, 2.649, -0.588, 0.503, -0.189, -0.963, -0.598, -0.705, -0.377, 0.000, 0.004, -1.012, -0.569, -0.814, -0.238, 1.064, -0.156, 0.763, -0.566, -0.740, -1.027, -0.079, -0.429, -0.295, -1.052, -0.557, -0.916, -0.247, -0.444, 0.888, 0.545, 0.421, 0.636, -1.543, 1.270, 0.362, 0.376, 0.364, 0.318, 0.755, 0.277, 0.443, 0.393, 0.395, 0.312, -0.078, 0.338, 0.419, 0.424, 0.384, 0.379, 0.435, 0.395, 0.416, 0.451, -1.978, 0.619, -0.943, 0.212, -1.042, -1.807, -0.116, 1.008, 0.858, -0.526, -0.630, -0.471, -0.731, 0.025, 0.763, 0.256, 0.395, 0.561, 0.503, 0.207, 0.374, 0.377, 0.378, 0.379, 0.258, 1.189, 0.104, -0.160, -1.256, 0.200, -1.271, 0.650, 1.374, -0.711, -0.749, -0.706, -1.684, 0.266, 0.498, 0.523, 0.522, 0.215, -0.849, -1.701, 2.720, -1.437, -0.824, -0.364, -0.663, 0.209, -0.357, -0.595, 0.747, -0.496, -1.071, 0.618, -0.088, 0.255, 0.446, 0.478, 0.448, 0.448, -0.152, 0.593, 0.280, 0.329]}

***

2.
{"formula": "C5H9NO", "method": "ωB97M-V with the def2-TZVPD basis set", "multiplicity": 1, "orbital_gap_ev": 10.0, "e_lumo_ev": 0.90, "de_lowest_kcal_mol": 121.5, "symbols": ["C", "C", "C", "C", "C", "N", "O", "H", "H", "H", "H", "H", "H", "H", "H", "H"], "positions_angstrom": [[-2.364, -0.178, 0.267], [-0.993, -0.736, 0.069], [0.121, -0.176, -0.120], [0.329, 1.263, -0.343], [1.303, -1.124, -0.264], [2.569, -0.895, -0.003], [2.804, 0.414, 0.422], [-2.311, 1.033, 0.031], [-3.265, -0.796, -0.339], [-2.675, -0.267, 1.324], [-0.985, -1.775, 0.091], [-0.857, 1.716, -0.528], [0.823, 1.539, -1.143], [0.707, 1.718, 0.765], [1.087, -2.084, -0.569], [3.707, 0.347, 0.341]], "forces_ev_per_angstrom": [[-1.883, 1.813, -1.215], [-4.973, -1.501, 0.687], [5.385, 1.013, -1.624], [-5.853, 1.667, 6.931], [2.080, 3.247, 1.474], [-3.297, -0.825, -0.893], [-2.616, -0.411, 0.020], [-0.848, -3.316, 0.455], [2.652, 1.921, 1.290], [0.230, 0.076, -0.395], [0.016, -1.950, 0.228], [3.619, -0.866, 0.570], [3.095, 1.285, -3.603], [-0.826, -0.729, -3.507], [-0.281, -2.103, -0.568], [3.501, 0.678, 0.151]], "mulliken_charge": [-0.949, -0.498, 1.029, -1.047, -0.354, -0.536, -0.321, 0.226, 0.233, 0.259, 0.349, 0.184, 0.422, 0.197, 0.450, 0.356]}

***

3.
{"formula": "C7H10O2", "method": "ωB97M-V with the def2-TZVPD basis set", "multiplicity": 1, "orbital_gap_ev": 9.5, "e_lumo_ev": 0.71, "de_lowest_kcal_mol": 54.4, "symbols": ["C", "C", "C", "C", "C", "C", "C", "H", "H", "H", "H", "H", "H", "H", "H", "H", "H", "O", "O"], "positions_angstrom": [[0.975, -1.932, 1.423], [0.321, -1.014, 0.484], [-0.339, -1.134, -0.652], [-0.734, 0.266, -1.042], [0.679, 0.899, -0.856], [0.379, 0.461, 0.664], [-1.184, 0.843, 0.343], [0.928, -3.004, 1.100], [0.574, -1.785, 2.460], [2.017, -1.695, 1.495], [-0.555, -2.018, -1.224], [-0.943, 0.038, -2.820], [0.810, 2.008, -0.974], [1.474, 0.320, -1.356], [1.927, 0.821, 1.705], [-1.536, 1.886, 0.340], [-1.826, 0.109, 0.808], [-1.474, 0.505, -2.187], [1.042, 1.119, 1.722]], "forces_ev_per_angstrom": [[-0.469, -1.253, 0.605], [0.467, -0.284, 0.555], [-0.864, -1.161, -0.542], [0.911, 1.285, 1.069], [0.356, 0.678, 0.673], [-1.102, 2.792, -1.095], [1.311, -0.967, -0.516], [-0.225, 0.910, 0.419], [0.170, -0.356, -0.862], [0.833, 0.185, 0.068], [-0.186, -0.284, -0.032], [-0.038, -0.209, -1.261], [-0.428, -0.921, 0.013], [-0.070, 0.452, 0.211], [1.678, -0.416, 0.116], [0.457, -0.350, 0.151], [-0.590, 0.427, 0.481], [-0.230, -0.149, 0.378], [-1.979, -0.379, -0.428]], "mulliken_charge": [-1.420, 0.602, -0.828, 0.176, -0.452, 0.189, -0.498, 0.356, 0.276, 0.316, 0.418, 0.361, 0.304, 0.335, 0.335, 0.370, 0.337, -0.595, -0.581]}